Formula: C9H13Br4Cl15
Source: OMol25
Level of theory: ωB97M-V/def2-TZVPD

```
41
Properties=species:S:1:pos:R:3:forces:R:3:lowdin_charge:R:1
Br 16.9335 3.2750 -17.7445 -1.409 -0.361 -1.028 0.60
C 15.4828 2.4336 -18.9256 0.592 -0.771 -0.454 -0.63
C 14.3798 1.6457 -18.2193 0.535 0.960 -0.245 -0.63
Br 13.5072 0.6002 -19.6592 0.128 0.431 0.638 0.60
H 15.9783 1.7132 -19.5764 0.637 0.271 0.269 -0.03
H 15.1074 3.2023 -19.6011 0.004 0.219 0.559 -0.03
H 13.6884 2.3793 -17.8048 -0.290 -0.668 0.115 -0.01
H 14.7713 0.9340 -17.4924 -0.194 0.115 -0.114 0.00
Br 11.8279 -4.9101 -15.6311 0.707 0.716 -0.478 0.55
C 13.0246 -3.3506 -16.0375 -0.751 0.476 0.809 -0.70
C 13.9800 -3.5485 -17.1714 0.167 -0.736 0.241 -0.62
Br 15.2188 -1.9767 -17.0987 -0.720 -1.091 -0.337 0.63
H 13.5222 -3.1224 -15.0949 0.092 -0.349 -0.146 0.04
H 12.3771 -2.4958 -16.2327 -0.204 -0.265 -0.066 0.05
H 13.4598 -3.7045 -18.1164 0.185 0.803 -0.140 0.07
H 14.5431 -4.4717 -17.0347 0.456 0.357 0.172 0.06
C 18.6946 -0.2127 -17.7328 0.638 -0.739 1.136 -1.47
Cl 17.6499 0.3165 -16.3964 0.148 -0.492 -0.049 0.46
Cl 17.8177 -0.5908 -19.1707 -0.278 0.114 -0.441 0.54
Cl 19.6367 -1.7348 -17.2122 -0.579 1.469 -0.378 0.45
H 19.3616 0.6337 -17.8963 0.196 -0.533 -0.125 0.02
C 18.3696 4.3740 -14.5938 0.153 -1.086 0.101 -1.64
Cl 19.8794 3.9901 -13.7674 0.373 -0.178 -0.096 0.52
Cl 18.0501 6.0478 -14.4431 -0.281 1.117 -0.272 0.57
Cl 17.0707 3.4245 -13.8803 -0.373 -0.241 0.100 0.51
H 18.4409 4.0434 -15.6301 0.140 0.369 0.166 -0.08
C 19.4608 5.1406 -19.4497 -0.015 0.931 -1.495 -1.56
Cl 18.4560 6.5972 -19.4621 -0.330 -0.015 0.216 0.50
Cl 20.2368 4.9324 -17.9402 0.491 -0.269 0.923 0.57
Cl 20.6926 5.4175 -20.7757 -0.606 -0.715 0.638 0.46
H 18.7970 4.2983 -19.6446 0.422 0.050 -0.274 -0.04
C 16.6484 2.7898 -23.2051 -0.326 -0.860 0.234 -1.46
Cl 16.7439 1.1482 -22.3855 -0.547 1.156 -0.242 0.47
Cl 18.2706 3.2831 -23.5109 0.833 0.784 0.257 0.56
Cl 15.6510 4.0204 -22.2921 0.873 -1.203 -0.786 0.51
H 16.2830 2.6023 -24.2147 -0.814 0.155 0.580 0.01
C 12.5527 5.3939 -18.8123 -0.065 -0.595 0.275 -1.46
Cl 12.5732 4.3237 -20.2332 0.140 0.295 0.156 0.52
Cl 14.1212 6.1627 -18.5184 -0.430 -0.130 -0.269 0.53
Cl 12.1016 4.4091 -17.3731 -0.040 0.543 -0.394 0.52
H 11.7690 6.1295 -18.9938 0.341 -0.034 0.245 0.02
```
Forces are in eV/Å.

Energy above the lowest of the compared OMol25 structures with the same formula, charge and spin (eV): 0.994
Net charge: 0
LUMO level (eV): 0.1387
M (g/mol): 972.61
Kohn-Sham gap (eV): 10.430
Structure (SMILES): ClC(Cl)Cl.ClC(Cl)Cl.ClC(Cl)Cl.ClC(Cl)Cl.ClC(Cl)Cl.BrCCBr.BrCCBr



Formula: C49H43N2P2S2SbTc
Source: OMol25
Level of theory: ωB97M-V/def2-TZVPD

```
100
Properties=species:S:1:pos:R:3:forces:R:3:lowdin_charge:R:1
Tc -0.2947 -0.0739 -0.3484 0.219 2.607 -1.784 0.79
S 0.4686 -0.5024 -2.6915 -0.635 -0.105 0.497 0.27
P 2.3742 -0.4065 -1.9088 0.748 -0.929 0.862 0.43
C 2.7192 -1.1509 -0.3832 -0.985 2.060 -0.148 -0.51
P 2.5072 -0.2141 1.0453 0.593 -0.878 -0.748 0.47
S 0.6058 -0.1494 1.8647 -0.595 -0.160 0.184 0.34
C 3.4067 -1.1199 2.3332 -0.077 0.138 0.057 -0.37
C 3.3629 -0.6838 3.6532 0.031 0.014 -0.093 -0.11
C 3.9800 -1.4251 4.6426 0.013 0.051 0.193 -0.08
C 4.6303 -2.6079 4.3216 0.037 -0.061 0.029 -0.09
C 4.6517 -3.0558 3.0107 0.095 -0.092 0.169 -0.08
C 4.0436 -2.3112 2.0172 0.049 0.110 -0.164 -0.09
C 3.1030 1.5137 1.1476 -0.144 -0.441 -0.153 -0.34
C 2.2301 2.5401 0.8075 -0.078 -0.093 0.108 -0.12
C 2.6722 3.8484 0.8085 -0.038 0.022 0.032 -0.09
C 3.9805 4.1387 1.1565 0.007 0.022 0.073 -0.09
C 4.8474 3.1147 1.5035 0.160 0.099 0.060 -0.09
C 4.4199 1.7986 1.4863 -0.087 -0.101 0.016 -0.08
C 2.9505 1.2981 -2.1757 -0.198 -0.387 0.150 -0.36
C 4.3120 1.5357 -2.0315 -0.065 -0.016 -0.037 -0.09
C 4.7956 2.8238 -2.1467 0.092 0.051 -0.022 -0.08
C 3.9190 3.8696 -2.3961 -0.021 0.073 -0.077 -0.09
C 2.5616 3.6287 -2.5355 0.016 0.105 -0.081 -0.09
C 2.0684 2.3416 -2.4167 0.057 -0.068 -0.136 -0.12
C 3.3025 -1.4329 -3.0786 -0.130 0.207 -0.145 -0.37
C 3.6147 -0.9627 -4.3470 0.016 -0.053 0.095 -0.09
C 4.2814 -1.7865 -5.2366 0.086 0.048 -0.140 -0.08
C 4.6257 -3.0768 -4.8657 0.061 -0.061 -0.032 -0.09
C 4.2864 -3.5577 -3.6105 0.046 0.009 -0.068 -0.08
C 3.6244 -2.7343 -2.7187 0.080 -0.048 0.110 -0.10
H 2.8385 0.2323 3.8952 -0.005 0.038 0.058 0.10
H 3.9448 -1.0883 5.6703 0.032 0.019 0.022 0.10
H 5.1227 -3.1790 5.0961 -0.013 -0.056 0.059 0.10
H 5.1369 -3.9900 2.7637 0.067 -0.022 -0.010 0.10
H 4.0637 -2.6356 0.9851 -0.060 0.015 -0.036 0.08
H 1.2005 2.3036 0.5521 0.152 0.099 0.049 0.05
H 1.9868 4.6366 0.5389 -0.045 0.167 -0.057 0.10
H 4.3218 5.1641 1.1606 0.046 0.064 0.020 0.10
H 5.8612 3.3478 1.7945 0.111 0.000 -0.009 0.10
H 5.0952 0.9913 1.7455 0.022 0.044 0.007 0.11
H 4.9735 0.7020 -1.8310 0.077 0.020 0.032 0.12
H 5.8549 3.0112 -2.0456 0.069 0.050 0.034 0.11
H 4.2980 4.8780 -2.4817 0.030 0.079 -0.015 0.10
H 1.8811 4.4430 -2.7391 -0.039 0.104 0.013 0.10
H 1.0075 2.1414 -2.5112 0.058 -0.013 -0.040 0.05
H 3.3472 0.0503 -4.6163 0.001 0.054 -0.107 0.11
H 4.5456 -1.4204 -6.2187 0.018 0.027 -0.060 0.10
H 5.1769 -3.7033 -5.5505 0.002 -0.086 -0.114 0.10
H 4.5493 -4.5657 -3.3194 0.022 -0.039 -0.018 0.10
H 3.3793 -3.0834 -1.7240 -0.022 0.049 0.014 0.08
N -0.9394 1.5533 -0.6872 2.265 -4.293 1.966 -0.16
C -1.7105 2.5312 -1.0975 -2.154 2.151 -1.560 -0.41
C -1.6265 3.8609 -0.6112 0.345 -0.962 0.111 -0.02
C -2.4671 4.8344 -1.0972 -0.220 0.307 -0.111 -0.09
C -3.4165 4.5466 -2.0702 0.139 -0.183 0.096 -0.08
C -3.5115 3.2511 -2.5664 -0.352 0.253 -0.117 -0.09
C -2.6847 2.2597 -2.1013 0.705 -0.236 0.471 -0.05
H -0.8986 4.0802 0.1560 0.078 0.041 0.075 0.11
H -2.3925 5.8426 -0.7130 0.035 0.027 0.042 0.11
H -4.0723 5.3211 -2.4351 -0.058 0.079 -0.051 0.10
H -4.2469 3.0184 -3.3246 -0.018 -0.013 -0.050 0.11
H -2.7270 1.2485 -2.4911 -0.031 0.066 -0.022 0.09
C -8.1030 -0.6644 -0.7281 -0.080 -0.049 -0.014 -0.09
C -7.3198 0.4745 -0.8022 -0.125 0.135 -0.057 -0.09
C -5.9555 0.3932 -0.5908 0.090 0.126 -0.022 -0.14
C -5.3692 -0.8169 -0.2553 0.601 0.010 -0.173 -0.36
C -6.1573 -1.9539 -0.1866 0.081 -0.215 0.069 -0.13
C -7.5169 -1.8825 -0.4315 -0.147 -0.041 -0.029 -0.09
Sb -3.2149 -0.9374 -0.0452 -0.219 -0.373 0.714 1.49
C -3.0330 0.1961 1.7743 -0.144 -0.347 -0.333 -0.40
C -2.3578 -0.3130 2.8750 -0.049 -0.113 0.088 -0.23
C -2.1382 0.4818 3.9867 0.041 0.002 0.116 -0.11
C -2.5706 1.7959 3.9996 -0.006 0.042 0.094 -0.09
C -3.2338 2.3118 2.8988 0.004 0.173 -0.011 -0.08
C -3.4601 1.5162 1.7889 -0.076 0.049 -0.029 -0.14
C -3.2493 -2.9360 0.7988 0.088 0.575 -0.295 -0.40
C -3.7242 -3.2250 2.0711 -0.005 0.077 0.111 -0.13
C -3.7527 -4.5364 2.5206 -0.147 0.016 0.065 -0.08
C -3.3467 -5.5693 1.6896 0.035 -0.070 0.047 -0.09
C -2.8947 -5.2934 0.4098 -0.040 -0.083 -0.026 -0.09
C -2.8429 -3.9792 -0.0245 0.030 0.129 -0.190 -0.17
H -9.1644 -0.6131 -0.9167 -0.111 0.057 -0.016 0.10
H -7.7680 1.4266 -1.0449 -0.055 0.090 -0.033 0.10
H -5.3439 1.2774 -0.7074 0.001 0.147 0.006 0.07
H -5.7135 -2.9078 0.0547 0.035 -0.128 0.014 0.09
H -8.1171 -2.7823 -0.4074 -0.023 -0.021 0.066 0.10
H -1.9732 -1.3258 2.8760 -0.032 0.009 -0.037 0.08
H -1.6096 0.0778 4.8381 0.060 -0.034 0.050 0.11
H -2.3806 2.4181 4.8629 -0.016 0.042 0.041 0.10
H -3.5646 3.3413 2.8970 -0.024 0.063 0.004 0.10
H -3.9606 1.9408 0.9278 -0.047 0.056 -0.017 0.08
H -4.0788 -2.4259 2.7113 0.012 -0.033 0.028 0.10
H -4.1191 -4.7548 3.5155 0.008 -0.007 0.013 0.11
H -3.3925 -6.5890 2.0423 0.018 -0.092 0.014 0.10
H -2.6002 -6.0933 -0.2560 0.038 -0.044 0.018 0.10
H -2.5083 -3.7571 -1.0326 0.049 -0.080 -0.028 0.09
N 0.0417 -2.2636 -0.2886 -0.476 -0.560 0.143 -0.14
H 1.0851 -2.2742 -0.2492 0.021 0.193 0.023 -0.02
H -0.2197 -2.7775 -1.1303 -0.030 0.250 0.127 0.03
H -0.3128 -2.7638 0.5246 0.025 0.075 -0.044 0.04
```
Forces are in eV/Å.

Energy above the lowest of the compared OMol25 structures with the same formula, charge and spin (eV): 0.337
Net charge: 0
LUMO level (spin up / spin down) (eV): -1.1742 / -0.5406
M (g/mol): 1005.74
Multiplicity: 2
Kohn-Sham gap (spin up / spin down) (eV): 5.647 / 6.325
⟨S²⟩: 0.95